No. 1
Here is a 11-piece molecular cluster, C45H116N4O15 overall in a non-equilibrium geometry from the OMol25 dataset. Energies are from the ωB97M-V functional and the def2-TZVPD basis.

CARTESIAN COORDINATES (ANGSTROEM)
1 C -1.64 2.77 2.38
2 O -1.42 1.33 2.52
3 C -0.99 0.63 1.38
4 C -0.79 -0.88 1.75
5 N 0.30 -1.36 0.87
6 C 0.24 -2.69 0.32
7 C 1.37 -2.92 -0.67
8 O 1.41 -1.90 -1.67
9 C 0.81 -2.14 -2.91
10 H -2.21 3.21 1.57
11 H -0.63 3.17 2.33
12 H -1.96 3.16 3.34
13 H -0.07 1.01 0.94
14 H -1.72 0.66 0.56
15 H -1.61 -1.60 1.82
16 H -0.34 -0.94 2.74
17 H 0.41 -0.73 0.08
18 H -0.70 -2.85 -0.22
19 H 0.19 -3.40 1.15
20 H 1.37 -3.97 -0.97
21 H 2.33 -2.88 -0.15
22 H 1.30 -2.95 -3.44
23 H 0.96 -1.30 -3.59
24 H -0.25 -2.34 -2.80
25 C -8.44 8.45 7.03
26 O -8.21 9.81 7.06
27 C -9.32 10.69 7.07
28 C -8.93 12.20 7.07
29 N -8.15 12.66 8.22
30 C -8.90 12.93 9.53
31 C -8.14 13.35 10.76
32 O -7.41 12.26 11.34
33 C -6.68 12.66 12.48
34 H -7.60 7.76 7.09
35 H -9.02 8.17 6.15
36 H -9.06 8.12 7.87
37 H -9.95 10.46 7.92
38 H -10.03 10.56 6.24
39 H -9.82 12.73 6.74
40 H -8.24 12.32 6.23
41 H -7.38 12.05 8.44
42 H -9.53 12.08 9.76
43 H -9.65 13.70 9.33
44 H -8.91 13.75 11.43
45 H -7.34 13.99 10.39
46 H -7.19 13.23 13.25
47 H -5.79 13.28 12.37
48 H -6.33 11.71 12.89
49 C -5.08 -12.56 -9.35
50 O -4.38 -12.16 -8.15
51 C -3.13 -12.72 -8.27
52 C -2.36 -12.58 -6.93
53 N -2.30 -11.17 -6.68
54 C -1.31 -10.43 -7.41
55 C -1.46 -8.91 -7.12
56 O -2.78 -8.41 -7.11
57 C -3.37 -8.07 -8.40
58 H -6.14 -12.33 -9.21
59 H -5.02 -13.64 -9.50
60 H -4.79 -12.02 -10.25
61 H -2.60 -12.18 -9.05
62 H -3.16 -13.81 -8.37
63 H -1.36 -13.01 -7.01
64 H -2.79 -13.15 -6.10
65 H -3.15 -10.64 -6.79
66 H -1.73 -10.40 -8.42
67 H -0.29 -10.77 -7.24
68 H -0.72 -8.34 -7.69
69 H -1.12 -8.68 -6.11
70 H -4.25 -7.56 -8.02
71 H -3.60 -8.92 -9.03
72 H -2.82 -7.42 -9.08
73 C 10.17 5.79 -0.61
74 O 10.08 4.51 -1.24
75 C 10.81 4.36 -2.41
76 C 10.50 2.91 -2.99
77 N 9.16 2.75 -3.47
78 C 8.83 3.41 -4.74
79 C 7.53 2.99 -5.37
80 O 6.34 3.62 -4.85
81 C 5.81 3.17 -3.61
82 H 9.38 5.96 0.12
83 H 10.17 6.50 -1.43
84 H 11.16 5.95 -0.18
85 H 11.87 4.41 -2.16
86 H 10.55 5.02 -3.24
87 H 10.65 2.30 -2.09
88 H 11.24 2.58 -3.72
89 H 8.46 2.25 -2.94
90 H 9.73 3.23 -5.33
91 H 8.83 4.45 -4.41
92 H 7.48 1.93 -5.61
93 H 7.54 3.33 -6.40
94 H 4.75 3.40 -3.73
95 H 6.22 3.67 -2.73
96 H 5.97 2.12 -3.37
97 C -5.70 9.40 -3.10
98 C -4.59 8.35 -2.72
99 C -4.49 7.30 -3.82
100 O -3.42 9.12 -2.65
101 H -5.46 10.06 -3.94
102 H -5.78 10.16 -2.33
103 H -6.69 8.99 -3.32
104 H -4.82 7.81 -1.81
105 H -5.40 6.71 -3.72
106 H -3.64 6.68 -3.54
107 H -4.37 7.64 -4.85
108 H -3.50 9.95 -3.12
109 C -6.90 -5.06 5.04
110 C -8.00 -5.40 6.06
111 C -8.00 -4.40 7.31
112 O -9.18 -5.22 5.39
113 H -6.90 -5.62 4.11
114 H -5.95 -5.23 5.55
115 H -6.83 -4.01 4.76
116 H -7.81 -6.42 6.41
117 H -6.98 -4.27 7.66
118 H -8.58 -4.90 8.09
119 H -8.54 -3.50 7.05
120 H -8.89 -5.49 4.51
121 C 5.16 2.49 2.83
122 C 6.59 2.57 2.41
123 C 7.03 1.26 1.73
124 O 6.77 3.55 1.49
125 H 4.75 3.30 3.44
126 H 5.02 1.58 3.41
127 H 4.61 2.50 1.89
128 H 7.29 2.74 3.22
129 H 7.89 1.50 1.11
130 H 6.25 0.85 1.08
131 H 7.36 0.47 2.41
132 H 7.66 3.43 1.14
133 C 0.07 -0.35 8.91
134 C -0.13 1.14 8.66
135 C 0.96 1.78 7.73
136 O -1.35 1.26 8.09
137 H 0.46 -0.83 8.01
138 H -0.88 -0.82 9.16
139 H 0.80 -0.56 9.69
140 H -0.17 1.66 9.62
141 H 0.82 2.87 7.71
142 H 0.87 1.32 6.75
143 H 1.94 1.56 8.14
144 H -1.34 1.54 7.17
145 C 0.48 1.32 -8.63
146 C -0.87 1.15 -9.23
147 C -1.56 -0.15 -8.73
148 O -1.69 2.18 -8.95
149 H 1.04 2.18 -9.01
150 H 0.97 0.37 -8.85
151 H 0.31 1.49 -7.56
152 H -0.67 1.08 -10.30
153 H -1.68 -0.27 -7.66
154 H -0.98 -1.01 -9.05
155 H -2.54 -0.19 -9.20
156 H -1.88 2.53 -9.82
157 C 3.89 -4.91 4.65
158 C 4.32 -6.22 4.07
159 C 5.86 -6.13 3.71
160 O 3.97 -7.29 4.98
161 H 4.35 -4.11 4.06
162 H 4.13 -4.90 5.71
163 H 2.81 -5.00 4.58
164 H 3.66 -6.45 3.24
165 H 6.16 -7.00 3.13
166 H 6.60 -6.32 4.49
167 H 6.11 -5.16 3.28
168 H 3.04 -7.20 5.21
169 C 6.33 -8.62 -5.70
170 C 7.05 -9.59 -4.72
171 C 8.58 -9.30 -4.69
172 O 6.49 -9.53 -3.52
173 H 6.78 -8.67 -6.69
174 H 6.39 -7.57 -5.40
175 H 5.27 -8.87 -5.72
176 H 6.99 -10.53 -5.26
177 H 8.95 -9.56 -3.70
178 H 8.65 -8.22 -4.76
179 H 9.18 -9.69 -5.51
180 H 5.68 -10.05 -3.46

Results
- HOMO level (hartree) = -0.29437
- E (eV) = -85205.6654
- orbital gap (eV) = 8.46
- E_LUMO (eV) = 0.453
- structure (SMILES) = COCCNCCOC.COCCNCCOC.COCCNCCOC.COCCNCCOC.CC(C)O.CC(C)O.CC(C)O.CC(C)O.CC(C)O.CC(C)O.CC(C)O
- charge = 0
- multiplicity = 1
- relative energy (zero: lowest compared OMol25 entry of this formula, charge and spin) (kJ/mol) = 825.7

No. 2
Here is a 15-piece molecular cluster, C45H117N3O15 overall in a non-equilibrium geometry from the OMol25 dataset. Energies are from the ωB97M-V functional and the def2-TZVPD basis.

CARTESIAN COORDINATES (ANGSTROEM)
1 C 10.82 -27.67 -13.74
2 C 9.49 -27.26 -13.05
3 C 9.80 -25.93 -12.26
4 C 8.61 -25.10 -11.79
5 C 7.79 -24.81 -13.05
6 C 7.29 -26.08 -13.79
7 N 8.43 -27.01 -14.07
8 O 8.17 -28.17 -14.75
9 C 6.21 -26.68 -12.87
10 C 6.62 -25.57 -15.10
11 C 9.11 -28.38 -12.01
12 H 10.61 -28.43 -14.49
13 H 11.68 -28.03 -13.18
14 H 11.12 -26.77 -14.28
15 H 10.39 -26.12 -11.36
16 H 10.41 -25.30 -12.90
17 H 9.06 -24.21 -11.35
18 H 8.00 -25.58 -11.02
19 H 8.44 -24.22 -13.69
20 H 6.99 -24.19 -12.65
21 H 6.01 -27.68 -13.27
22 H 6.54 -26.72 -11.83
23 H 5.27 -26.14 -12.93
24 H 5.66 -25.05 -14.98
25 H 7.30 -25.02 -15.74
26 H 6.44 -26.48 -15.68
27 H 8.84 -29.32 -12.49
28 H 8.41 -28.16 -11.20
29 H 10.02 -28.61 -11.46
30 H 8.39 -27.88 -15.64
31 C -4.07 -33.04 -12.69
32 C -3.46 -34.31 -13.40
33 C -3.36 -33.90 -14.87
34 C -2.50 -34.85 -15.72
35 C -1.12 -35.00 -15.09
36 C -1.12 -35.41 -13.60
37 N -2.07 -34.54 -12.90
38 O -2.01 -34.70 -11.50
39 C -1.36 -36.89 -13.46
40 C 0.34 -35.05 -13.09
41 C -4.39 -35.47 -13.16
42 H -3.96 -33.15 -11.61
43 H -5.10 -32.83 -12.95
44 H -3.50 -32.17 -13.01
45 H -4.35 -33.89 -15.33
46 H -2.96 -32.89 -14.93
47 H -2.38 -34.39 -16.70
48 H -2.88 -35.87 -15.80
49 H -0.62 -34.04 -15.19
50 H -0.61 -35.73 -15.71
51 H -0.56 -37.42 -13.98
52 H -1.27 -37.16 -12.41
53 H -2.29 -37.25 -13.89
54 H 0.54 -34.00 -12.90
55 H 0.64 -35.66 -12.24
56 H 1.11 -35.19 -13.85
57 H -4.20 -36.30 -13.84
58 H -5.35 -35.07 -13.48
59 H -4.45 -35.82 -12.12
60 H -1.66 -33.85 -11.23
61 C 0.85 -31.74 -14.55
62 C 1.00 -30.42 -15.38
63 C 0.62 -29.27 -14.39
64 C 1.10 -27.88 -14.79
65 C 2.56 -27.92 -15.08
66 C 3.00 -28.95 -16.14
67 N 2.43 -30.25 -15.78
68 O 2.92 -31.29 -16.53
69 C 2.60 -28.39 -17.53
70 C 4.55 -28.95 -16.12
71 C -0.03 -30.42 -16.57
72 H -0.16 -31.80 -14.15
73 H 1.51 -31.66 -13.68
74 H 1.05 -32.70 -15.01
75 H -0.46 -29.27 -14.22
76 H 1.04 -29.46 -13.40
77 H 0.99 -27.20 -13.95
78 H 0.47 -27.54 -15.61
79 H 3.11 -27.97 -14.14
80 H 2.94 -26.94 -15.39
81 H 3.04 -27.43 -17.79
82 H 2.92 -29.08 -18.31
83 H 1.53 -28.18 -17.55
84 H 5.01 -29.60 -16.87
85 H 4.92 -27.95 -16.32
86 H 4.94 -29.26 -15.15
87 H 0.30 -31.14 -17.33
88 H -0.19 -29.48 -17.09
89 H -1.01 -30.71 -16.18
90 H 2.48 -31.13 -17.37
91 C 2.79 -24.43 -13.78
92 C 2.35 -22.93 -13.70
93 O 2.28 -22.58 -12.35
94 H 2.88 -24.83 -14.79
95 H 2.05 -24.97 -13.20
96 H 3.76 -24.54 -13.30
97 H 1.44 -22.75 -14.27
98 H 3.06 -22.29 -14.24
99 H 2.13 -21.63 -12.33
100 C 5.09 -26.27 -20.46
101 C 6.09 -27.05 -19.67
102 O 7.18 -26.15 -19.36
103 H 5.47 -25.96 -21.43
104 H 4.67 -25.37 -20.02
105 H 4.21 -26.87 -20.69
106 H 6.40 -27.89 -20.30
107 H 5.59 -27.45 -18.78
108 H 7.52 -25.84 -20.20
109 C 8.75 -29.58 -18.98
110 C 8.43 -28.93 -17.59
111 O 8.87 -27.62 -17.70
112 H 8.08 -29.30 -19.79
113 H 8.50 -30.64 -18.91
114 H 9.80 -29.46 -19.26
115 H 8.99 -29.41 -16.78
116 H 7.36 -29.01 -17.41
117 H 8.24 -27.14 -18.23
118 C -0.99 -25.11 -13.25
119 C -1.16 -25.09 -14.80
120 O -2.13 -26.06 -15.06
121 H -1.91 -24.88 -12.71
122 H -0.16 -24.52 -12.88
123 H -0.80 -26.13 -12.92
124 H -0.27 -25.45 -15.32
125 H -1.39 -24.14 -15.29
126 H -2.31 -26.00 -16.00
127 C -2.26 -27.40 -18.50
128 C -3.31 -26.34 -18.58
129 O -3.03 -25.38 -17.61
130 H -2.57 -28.23 -19.15
131 H -2.04 -27.89 -17.55
132 H -1.31 -27.06 -18.90
133 H -4.34 -26.68 -18.41
134 H -3.34 -25.91 -19.59
135 H -2.19 -25.02 -17.88
136 C 1.85 -33.53 -18.54
137 C 1.93 -32.63 -19.76
138 O 1.64 -31.29 -19.35
139 H 0.87 -33.46 -18.06
140 H 2.65 -33.44 -17.80
141 H 1.88 -34.57 -18.85
142 H 1.12 -32.89 -20.44
143 H 2.88 -32.76 -20.29
144 H 0.69 -31.18 -19.48
145 C -2.21 -31.31 -19.42
146 O -1.10 -30.67 -20.04
147 H -1.86 -32.15 -18.82
148 H -2.71 -30.65 -18.71
149 H -2.93 -31.60 -20.18
150 H -1.60 -30.27 -20.76
151 C 2.18 -29.23 -21.97
152 O 3.03 -29.63 -20.88
153 H 1.17 -28.91 -21.73
154 H 2.65 -28.38 -22.47
155 H 2.09 -30.04 -22.69
156 H 2.59 -30.39 -20.50
157 C 5.26 -31.40 -13.34
158 O 4.44 -32.22 -14.16
159 H 6.10 -31.03 -13.92
160 H 4.65 -30.56 -12.99
161 H 5.64 -32.05 -12.55
162 H 3.80 -31.65 -14.60
163 C 2.57 -27.73 -10.92
164 O 3.51 -26.98 -10.22
165 H 1.54 -27.76 -10.57
166 H 2.54 -27.51 -11.99
167 H 2.92 -28.76 -10.88
168 H 3.42 -26.05 -10.43
169 C 6.69 -32.69 -16.70
170 O 7.62 -33.70 -17.15
171 H 6.43 -32.88 -15.66
172 H 7.10 -31.68 -16.82
173 H 5.74 -32.72 -17.23
174 H 8.36 -33.72 -16.53
175 C -1.30 -31.12 -11.05
176 O -0.98 -32.32 -10.34
177 H -2.28 -30.83 -10.66
178 H -0.63 -30.30 -10.77
179 H -1.34 -31.24 -12.13
180 H -0.48 -32.05 -9.57

Results
- HOMO level (spin up / spin down) (hartree) = -0.33339 / -0.33339
- E (eV) = -83729.4954
- expectation value of S² = 0.75
- orbital gap (spin up / spin down) (eV) = 7.36 / 2.76
- E_LUMO (spin up / spin down) (eV) = -1.708 / -6.308
- charge = +1
- multiplicity = 2

Q: Which of these has the highest multiplicity?
A: C45H117N3O15

Q: charge of number 2 (C45H117N3O15)?
A: +1